1.
A cluster of 2 separate species, CHNO5 in total, computed with wB97M-V/def2-TZVPD.

Last column: natural (NBO) charge in e.
Cartesian coordinates (Å):
O1 1.3691 1.2413 -0.4447  -0.347
N1 1.1304 0.1288 -0.7040  0.739
O2 0.6310 -0.2477 -1.7458  -0.366
O3 1.4301 -0.8144 0.2278  -0.515
H1 1.9928 -0.5497 0.8730  0.491
O4 -3.2492 -0.0499 0.1976  -0.496
C1 -2.1875 0.0910 0.5884  1.030
O5 -1.1168 0.2007 1.0077  -0.536

The calculation puts the energy above the lowest of the compared OMol25 structures with the same formula, charge and spin at 0.141 eV. As for the LUMO energy: 0.33 eV. As for the SMILES: O=[N+]([O-])O.O=C=O.

***

2.
A structure of composition CHNOS2, computed with wB97M-V/def2-TZVPD.

Last column: natural (NBO) charge in e.
Cartesian coordinates (Å):
C1 -0.9902 0.0325 0.3155  -0.130
N1 0.6613 -0.9950 0.4240  -0.850
O1 1.2502 0.9904 -0.8538  -0.925
S1 -1.9881 -0.7128 -0.5693  0.303
S2 1.7683 -0.1563 -0.1520  1.404
H1 -0.7016 0.8412 0.8356  0.198

The calculation puts the energy above the lowest of the compared OMol25 structures with the same formula, charge and spin at 2.402 eV. As for the LUMO energy: -1.00 eV.

***

3.
The ion CHO2S3 with charge -1, computed with wB97M-V/def2-TZVPD.

Last column: natural (NBO) charge in e.
Cartesian coordinates (Å):
O1 0.7028 -1.8695 1.2387  -0.657
C1 1.4136 -1.5647 0.3467  0.866
O2 2.2533 -1.9096 -0.4097  -0.670
S1 1.1238 0.3195 -0.4403  -0.326
S2 -0.4337 1.4530 0.5396  -0.096
S3 -1.9049 2.1667 -0.6693  -0.215
H1 -3.1550 1.4048 -0.6058  0.097

As for the LUMO energy: 3.02 eV. As for the SMILES: O=C([O-])SSS. Its net charge is -1.

***

4.
A cluster of 2 separate species, CHO3PS in total, computed with wB97M-V/def2-TZVPD.

Last column: natural (NBO) charge in e.
Cartesian coordinates (Å):
C1 -2.1883 -0.4246 0.7602  -0.675
O1 0.6898 0.6013 -2.1045  -1.130
O2 1.9494 -1.1814 -0.5796  -1.137
O3 1.9742 1.3124 -0.0303  -1.148
P1 1.4697 0.2088 -0.8811  2.410
S1 -2.8350 0.1213 2.1845  -0.416
H1 -1.0598 -0.6378 0.6508  0.097

The calculation puts the energy above the lowest of the compared OMol25 structures with the same formula, charge and spin at 0.430 eV. As for the LUMO energy: 6.10 eV. Its net charge is -2.

***

5.
A structure of composition CHO3Pr, computed with wB97M-V/def2-TZVPD.

Last column: Mulliken charge in e.
Cartesian coordinates (Å):
O1 0.3456 -0.3245 -1.4955  -0.397
C1 -0.3429 -0.1811 -0.4251  0.909
O2 0.3170 0.7857 0.2351  -0.748
O3 -0.6757 -1.1024 0.3872  -0.549
H1 1.1472 0.5556 -1.0048  0.557
Pr1 -0.7913 0.2668 2.3031  2.227

The calculation puts the energy above the lowest of the compared OMol25 structures with the same formula, charge and spin at 0.000 eV. As for the LUMO energy (spin up / spin down): -13.49 / -11.90 eV. As for the expectation value of S²: 2.01. Its spin multiplicity is 3. Its net charge is +2.

***

6.
The ion CHO5P with charge -2, computed with wB97M-V/def2-TZVPD.

Last column: natural (NBO) charge in e.
Cartesian coordinates (Å):
O1 -2.4785 1.1675 0.1106  -0.767
C1 -1.4021 0.5782 -0.0415  0.669
O2 -0.2332 0.9384 -0.3607  -0.743
P1 1.2374 -0.3782 -0.0045  2.479
O3 2.2501 0.6902 -0.0353  -1.217
O4 1.1152 -1.3456 -1.1991  -1.237
O5 0.9151 -1.0784 1.2925  -1.223
H1 -1.4040 -0.5721 0.2380  0.038

The calculation puts the energy above the lowest of the compared OMol25 structures with the same formula, charge and spin at 0.214 eV. As for the LUMO energy: 6.91 eV. As for the SMILES: O=COP(=O)([O-])[O-]. Its net charge is -2.

***

7.
A structure of composition CHOPS, computed with wB97M-V/def2-TZVPD.

Last column: natural (NBO) charge in e.
Cartesian coordinates (Å):
C1 -0.4019 0.2086 0.5355  -0.626
O1 0.4337 -0.8520 -1.7270  -1.017
P1 0.8859 -0.9626 -0.3142  1.263
S1 0.8112 1.3285 0.8016  0.111
H1 -1.7290 0.2774 0.7041  0.269

The calculation puts the energy above the lowest of the compared OMol25 structures with the same formula, charge and spin at 0.997 eV. As for the LUMO energy: -1.27 eV.

***

8.
A cluster of 2 separate species, CIN3S in total, computed with wB97M-V/def2-TZVPD.

Last column: natural (NBO) charge in e.
Cartesian coordinates (Å):
N1 -3.1715 -0.0259 1.6918  0.017
N2 -2.2574 0.6360 1.8404  -0.154
S1 -1.0210 1.5082 2.0018  0.137
N3 0.7857 0.2340 -1.1427  -0.313
C1 1.7621 -0.2125 -0.7483  -0.002
I1 3.5151 -0.9303 -0.1292  0.314

The calculation puts the energy above the lowest of the compared OMol25 structures with the same formula, charge and spin at 0.000 eV. As for the LUMO energy: -0.22 eV. As for the SMILES: N#[N+][S-].N#CI.

***

9.
A structure of composition CInLiO3, computed with wB97M-V/def2-TZVPD.

Last column: Mulliken charge in e.
Cartesian coordinates (Å):
Li1 1.5378 -0.9131 -3.9571  0.968
O1 1.2412 0.5186 -2.8258  -0.213
O2 -1.5899 -0.4351 0.2429  0.188
O3 -1.3527 0.8454 -0.1944  -0.175
C1 -2.6408 -0.8544 -0.0580  0.559
In1 0.1826 1.0595 -1.4264  1.674

As for the LUMO energy (spin up / spin down): -18.11 / -19.24 eV. As for the expectation value of S²: 0.76. Its spin multiplicity is 2. Its net charge is +3.

***

10.
A cluster of 2 separate species, CN2O2S2 in total, computed with wB97M-V/def2-TZVPD.

Last column: natural (NBO) charge in e.
Cartesian coordinates (Å):
C1 -1.9636 -0.5016 0.8256  -0.044
N1 -3.0951 -0.4414 0.6407  -0.251
N2 1.4920 0.4909 -0.9761  -0.002
O1 0.5479 0.2902 1.0412  -0.731
O2 0.8021 -0.3718 -1.3799  -0.267
S1 -0.3094 -0.9736 1.1041  0.916
S2 2.5260 1.5072 -1.2555  0.379

The calculation puts the energy above the lowest of the compared OMol25 structures with the same formula, charge and spin at 1.981 eV. As for the LUMO energy (spin up / spin down): -2.14 / -1.07 eV.

***

11.
An isolated molecule of CN2O3, computed with wB97M-V/def2-TZVPD.

Last column: natural (NBO) charge in e.
Cartesian coordinates (Å):
C1 0.7470 0.2011 -0.0711  0.718
N1 -0.1982 1.1504 -0.0677  -0.275
N2 -1.1434 -0.7628 0.0538  0.332
O1 0.0456 -1.0866 -0.0830  -0.217
O2 -1.3292 0.4751 0.0706  -0.017
O3 1.8782 0.0228 0.0974  -0.542

The calculation puts the energy above the lowest of the compared OMol25 structures with the same formula, charge and spin at 4.505 eV. As for the LUMO energy: -1.27 eV.

***

12.
The ion CN2O3S3 with charge -2, computed with wB97M-V/def2-TZVPD.

Last column: natural (NBO) charge in e.
Cartesian coordinates (Å):
O1 1.7276 0.7453 -1.9022  -0.723
C1 1.0369 0.4229 -0.9336  0.720
N1 1.4010 0.7069 0.4054  -0.955
S1 0.5382 0.8299 1.6072  1.366
O2 -0.4847 1.8540 1.6027  -0.967
S2 -0.8811 -0.9008 0.2435  1.244
O3 -2.3070 -0.3932 0.2304  -1.011
S3 -0.9460 -3.0005 -0.1875  -0.796
N2 -0.0849 -0.2647 -1.0658  -0.878

The calculation puts the energy above the lowest of the compared OMol25 structures with the same formula, charge and spin at 0.048 eV. As for the LUMO energy: 5.62 eV. As for the SMILES: O=C1N=S(=O)=[S@]([O-])([S-])=N1. Its net charge is -2.